# C5H13NOP

The ion C5H13NOP with charge +1 in a non-equilibrium geometry (ωB97M-V with the def2-TZVPD basis set, the OMol25 dataset).

Positions of all 21 atoms, in Å:
N -0.444 2.071 -0.130
C 0.131 0.753 -0.424
C 1.590 0.414 -0.136
C 1.499 -1.216 -0.157
C 0.048 -1.531 0.155
C -0.785 -0.230 0.323
O -1.007 0.142 1.624
P -2.536 0.051 -0.328
H -1.276 2.320 -0.758
H 0.319 2.708 -0.024
H -0.867 2.166 0.924
H 0.030 0.563 -1.536
H 1.788 0.655 0.971
H 2.390 0.811 -0.811
H 1.713 -1.655 -1.086
H 2.244 -1.590 0.473
H -0.459 -2.189 -0.569
H -0.086 -2.274 1.037
H -0.285 -0.265 2.100
H -3.327 -0.928 0.157
H -2.593 -0.703 -1.492

Summary:
**HOMO energy**: -0.497 hartree
**Net charge**: +1
**Energy above the lowest of the compared OMol25 structures with the same formula, charge and spin**: 1.2963 eV
**SMILES**: [NH3+][C@H]1CCC[C@]1(O)P

***

# CH2N4O

An isolated molecule of CH2N4O in a non-equilibrium geometry (ωB97M-V with the def2-TZVPD basis set, the OMol25 dataset).

Positions of all 8 atoms, in Å:
O -1.981 0.011 -0.293
C -0.791 0.015 0.023
N 0.149 1.007 0.126
N 1.394 0.572 -0.277
N 1.346 -0.682 -0.215
N 0.083 -1.014 0.151
H 0.055 2.102 0.318
H -0.255 -2.010 0.167

Summary:
**HOMO energy**: -0.371 hartree
**Energy above the lowest of the compared OMol25 structures with the same formula, charge and spin**: 0.9054 eV
**SMILES**: O=c1[nH]nn[nH]1

***

# C19H60F6N19O21S2Zn

A structure of composition C19H60F6N19O21S2Zn in a non-equilibrium geometry (ωB97M-V with the def2-TZVPD basis set, the OMol25 dataset).

Positions of all 128 atoms, in Å:
Zn -3.683 -0.925 -0.745
C -1.990 1.108 2.380
F -2.897 0.566 3.195
F -2.545 1.995 1.417
F -1.039 1.766 3.051
S -1.101 -0.179 1.313
O 0.309 0.148 1.389
O -1.420 -1.430 1.980
N -1.945 -0.154 -0.310
S -0.894 0.720 -1.149
O -1.377 1.126 -2.470
O -0.218 1.848 -0.537
C 0.502 -0.542 -1.683
F 0.090 -1.125 -2.856
F 1.645 0.169 -2.021
F 0.576 -1.469 -0.677
C -2.131 3.333 6.660
O -1.799 4.485 6.504
N -2.579 2.856 7.797
N -2.199 2.486 5.712
H -2.441 3.458 8.596
H -3.130 2.012 7.867
H -2.276 1.511 5.966
H -2.009 2.842 4.787
C -4.533 -2.713 1.848
O -4.299 -1.697 1.236
N -3.670 -3.089 2.832
N -5.449 -3.641 1.594
H -3.701 -3.926 3.397
H -2.936 -2.422 3.019
H -5.476 -4.343 2.319
H -5.794 -3.831 0.664
C -0.060 -1.169 4.957
O -1.231 -1.535 4.834
N 0.468 -0.641 6.048
N 0.791 -1.072 3.982
H 1.450 -0.411 6.090
H -0.141 -0.579 6.851
H 0.324 -1.436 3.165
H 1.653 -0.547 3.928
C -2.230 -3.567 -1.837
O -2.717 -2.667 -1.140
N -2.947 -4.532 -2.349
N -0.959 -3.664 -2.087
H -3.950 -4.454 -2.256
H -2.468 -5.238 -2.888
H -0.578 -4.286 -2.787
H -0.540 -2.759 -1.930
C -3.506 -0.494 -3.910
O -3.537 -0.625 -2.677
N -2.760 0.391 -4.504
N -4.194 -1.212 -4.736
H -2.167 0.921 -3.881
H -2.716 0.443 -5.512
H -3.844 -1.139 -5.680
H -4.839 -1.925 -4.425
C 2.517 3.510 2.054
O 3.443 3.226 1.331
N 1.490 2.743 2.326
N 2.541 4.542 2.868
H 0.795 3.161 2.928
H 1.594 1.789 2.009
H 1.744 4.853 3.406
H 3.397 5.038 3.074
C -3.825 4.491 -1.542
O -4.922 4.016 -1.335
N -2.856 4.471 -0.719
N -3.545 4.957 -2.723
H -3.112 4.117 0.192
H -1.905 4.759 -0.897
H -2.609 5.319 -2.843
H -4.270 4.981 -3.426
C 4.106 0.552 4.055
O 3.224 0.509 4.856
N 3.873 0.168 2.801
N 5.243 0.989 4.175
H 3.003 -0.309 2.613
H 4.577 0.184 2.077
H 5.814 1.150 3.358
H 5.411 1.376 5.093
C -1.569 5.161 3.101
O -1.088 5.218 2.009
N -2.695 4.759 3.411
N -1.016 5.810 4.084
H -3.079 4.938 4.328
H -3.232 4.494 2.597
H -0.342 6.535 3.883
H -1.083 5.547 5.057
C 5.464 3.157 -4.502
C 4.274 2.286 -5.069
O 3.452 1.774 -3.951
O 6.201 2.324 -3.682
H 5.197 4.043 -3.927
H 6.099 3.315 -5.374
H 4.662 1.320 -5.391
H 3.758 2.787 -5.888
H 3.504 0.821 -4.060
H 6.774 1.883 -4.313
C -0.652 -4.640 1.684
C -0.007 -4.914 3.023
O -0.754 -5.756 3.803
O -0.815 -5.864 0.939
H -0.226 -3.858 1.056
H -1.616 -4.183 1.906
H 0.061 -3.947 3.521
H 1.003 -5.324 3.016
H -0.853 -5.151 4.542
H -1.696 -6.235 1.034
C 5.515 -1.141 -2.845
C 4.080 -1.715 -3.065
O 3.494 -1.088 -4.192
O 6.385 -1.934 -3.643
H 5.807 -1.249 -1.800
H 5.501 -0.067 -3.034
H 3.540 -1.433 -2.162
H 4.128 -2.796 -3.199
H 3.949 -1.464 -4.949
H 5.978 -1.974 -4.511
C 0.117 -3.302 -7.145
C 0.979 -2.963 -5.995
O 2.295 -3.011 -6.529
O 0.363 -2.707 -8.417
H -0.898 -3.162 -6.773
H 0.154 -4.362 -7.395
H 0.836 -3.611 -5.131
H 0.946 -1.957 -5.576
H 2.280 -2.479 -7.329
H 0.201 -3.230 -9.206

Summary:
**Expectation value of S²**: 0.751
**Multiplicity**: 2
**HOMO energy (alpha / beta)**: -0.147 / -0.319 hartree

***

# C4H11N3O

A structure of composition C4H11N3O in a non-equilibrium geometry (ωB97M-V with the def2-TZVPD basis set, the OMol25 dataset).

Positions of all 19 atoms, in Å:
C -1.717 -0.373 0.946
C -1.048 0.067 -1.456
C -0.638 -0.543 -0.118
N -0.084 -1.797 -0.260
H -0.193 -2.324 0.609
H -1.867 -0.521 -1.873
H -2.608 -0.937 0.667
H -1.359 -0.757 1.905
H -1.998 0.679 1.057
H -0.210 0.012 -2.154
H -1.385 1.103 -1.351
N 1.154 1.733 0.119
C 1.854 -0.414 0.589
O 3.011 -0.119 0.011
N 0.832 0.424 0.483
H 2.894 0.749 -0.423
H 0.682 1.949 -0.756
H 0.797 2.384 0.819
H 1.883 -1.314 1.187

Summary:
**HOMO energy**: -0.269 hartree
**Energy above the lowest of the compared OMol25 structures with the same formula, charge and spin**: 4.5550 eV